A molecular structure, C47H42BrMgN2O3P2S8, computed with wB97M-V/def2-TZVPD.

Calculated values
HOMO energy = -4.323 eV
LUMO level = 1.77 eV
Kohn-Sham gap = 6.10 eV
ΔE to the lowest compared entry with this formula, charge and spin = 14.9 kcal/mol

```
! RIJCOSX wB97M-V def2-TZVPD def2/J DEFGRID3
* xyz -1 1
Mg 0.11647 -0.01527 1.04789
S -2.83016 -0.96760 2.90958
P -2.85871 -0.77525 0.91151
C -1.46941 -0.91122 -0.05087
P -0.74551 -2.43177 -0.29299
S 0.89499 -2.80190 0.80380
C -0.26034 -2.49748 -2.06147
C 0.87190 -3.18428 -2.48414
C 1.23615 -3.17998 -3.82239
C 0.47209 -2.48491 -4.74976
C -0.65692 -1.79308 -4.33399
C -1.01644 -1.79706 -2.99585
C -1.85645 -3.87531 -0.10476
C -1.98115 -4.44941 1.15718
C -2.81075 -5.54011 1.35125
C -3.52582 -6.07040 0.28594
C -3.41352 -5.49700 -0.97092
C -2.58165 -4.40514 -1.16552
C -4.23995 -1.80082 0.25218
C -4.91938 -2.73174 1.01984
C -5.94836 -3.47991 0.46530
C -6.31397 -3.29313 -0.85777
C -5.64230 -2.35401 -1.63201
C -4.61129 -1.61684 -1.07853
C -3.58988 0.86525 0.52347
C -3.10187 1.62622 -0.52617
C -3.71226 2.82558 -0.87530
C -4.82627 3.26165 -0.17799
C -5.32726 2.49739 0.87353
C -4.71094 1.30971 1.22246
H 1.47357 -3.70532 -1.74974
H 2.12347 -3.71248 -4.13982
H 0.76353 -2.46862 -5.79252
H -1.24396 -1.22999 -5.04782
H -1.86537 -1.21908 -2.64910
H -1.41694 -4.03467 1.98368
H -2.90093 -5.97650 2.33768
H -4.17496 -6.92329 0.43652
H -3.97772 -5.89591 -1.80396
H -2.49939 -3.96462 -2.15183
H -4.63174 -2.86356 2.05607
H -6.46110 -4.21678 1.07106
H -7.11730 -3.87747 -1.28810
H -5.92259 -2.19810 -2.66618
H -4.08518 -0.88505 -1.68078
H -2.24255 1.25658 -1.07123
H -3.31540 3.40752 -1.69728
H -5.31118 4.18876 -0.45526
H -6.20383 2.83042 1.41655
H -5.08866 0.71256 2.04455
C 0.25585 -0.03360 4.46601
O 1.01672 -0.08482 3.26361
C 2.35938 0.04025 3.35176
C 3.09108 0.14979 4.51834
C 4.48013 0.26160 4.43094
Br 5.47987 0.41056 6.03641
C 5.13891 0.25185 3.22611
C 4.39886 0.14411 2.04050
C 3.01240 0.05606 2.10824
O 2.23267 -0.02498 1.02944
C 5.01778 0.07898 0.71981
N 4.33690 -0.22011 -0.35861
C 5.24123 -0.20438 -1.39936
C 5.04541 -0.44592 -2.75596
C 6.14448 -0.34292 -3.58258
C 7.41135 -0.00767 -3.08005
C 7.62020 0.23103 -1.73507
C 6.51101 0.12295 -0.90661
N 6.34237 0.29023 0.45640
H 0.46456 0.89857 4.99745
H 0.49771 -0.89508 5.09317
H -0.78653 -0.07855 4.14912
H 2.61001 0.13504 5.48358
H 6.21754 0.31371 3.20526
H 2.80416 -0.14595 0.20882
H 4.06251 -0.69404 -3.13117
H 6.03020 -0.51779 -4.64323
H 8.24560 0.06713 -3.76383
H 8.59850 0.48826 -1.35341
H 7.04413 0.56876 1.11873
C 4.41967 3.08289 -2.56749
S 3.40021 4.57769 -2.46942
C 1.83640 3.90975 -2.89343
C 1.11642 3.03762 -2.14655
S 1.50564 2.34038 -0.62550
S -0.40394 2.56759 -2.88929
C -0.32773 3.52977 -4.31961
S -1.52219 3.57389 -5.46368
S 1.14491 4.40767 -4.42245
H 5.42351 3.34910 -2.23776
H 4.46224 2.70914 -3.58884
H 4.00456 2.32913 -1.89976
O -0.47903 1.67802 1.83946
S -0.88828 3.05654 1.36005
C -2.17358 3.50322 2.55634
C -1.47802 4.18444 3.72571
C -0.40339 5.06378 3.09508
C 0.33961 4.16833 2.11173
H -2.67705 2.56582 2.78983
H -2.87254 4.16237 2.04205
H -1.01715 3.43026 4.36605
H -2.18035 4.75448 4.33340
H 0.27947 5.49684 3.82643
H -0.87834 5.89061 2.56058
H 1.02604 3.48534 2.61209
H 0.87510 4.67566 1.31515
*
```

Results of the Mulliken charge analysis, in e, for atoms 1 through 4: atom 1 (Mg): 1.257, atom 2 (S): -0.764, atom 3 (P): 1.398, atom 4 (C): -1.495